[1]
{"formula": "C4H11NO2", "method": "ωB97M-V/def2-TZVPD", "e_above_lowest_kcal_mol": 127.6, "homo_lumo_gap_ev": 8.6, "lumo_ev": 0.67, "elements": ["O", "O", "N", "C", "C", "C", "C", "H", "H", "H", "H", "H", "H", "H", "H", "H", "H", "H"], "coordinates": [[-1.601, -0.347, -1.323], [2.516, 0.504, 0.213], [-1.039, 0.401, -0.252], [0.837, -0.198, 0.276], [0.360, 1.000, -0.437], [-1.868, 0.391, 0.936], [1.060, -1.532, -0.368], [0.227, -1.944, -0.937], [1.325, -2.309, 0.354], [-1.925, 0.335, -1.937], [1.885, -1.447, -1.080], [-2.817, 0.896, 0.732], [2.677, 1.219, 0.847], [-2.073, -0.640, 1.235], [0.643, 1.038, -1.487], [0.732, -0.217, 1.358], [-1.363, 0.923, 1.744], [0.423, 1.927, 0.127]], "atomic_forces_ev_per_a": [[0.37, 0.93, 0.22], [-0.39, -1.30, 0.23], [-1.15, 0.59, -0.93], [5.01, 2.12, 0.04], [-2.82, -2.75, 1.13], [0.11, 0.29, -0.73], [0.17, -0.33, -0.45], [-0.34, 0.43, 0.11], [0.09, 0.35, 0.11], [-0.07, -0.33, 0.13], [0.03, 0.11, 0.13], [-0.10, 0.00, 0.19], [-0.37, -0.33, 0.08], [-0.02, 0.02, 0.17], [-0.14, 0.14, 0.21], [-0.53, 0.15, -0.24], [0.04, -0.09, -0.09], [0.14, -0.02, -0.29]]}


[2]
{"formula": "C4H11NO2", "method": "ωB97M-V/def2-TZVPD", "e_above_lowest_kcal_mol": 76.7, "homo_lumo_gap_ev": 10.2, "lumo_ev": 0.87, "smiles": "C=NC(=C)C.O.O", "elements": ["O", "O", "N", "C", "C", "C", "C", "H", "H", "H", "H", "H", "H", "H", "H", "H", "H", "H"], "coordinates": [[-3.915, 0.698, -0.382], [-2.985, -1.403, -3.398], [0.804, 0.287, 0.445], [0.237, 1.096, 1.267], [2.195, -0.027, 0.831], [2.473, -1.222, 1.574], [3.130, 0.842, 0.675], [2.995, 1.913, 0.403], [-3.880, -1.437, -3.678], [2.045, -2.130, 1.192], [-3.092, 0.237, -0.488], [-3.709, 1.630, -0.427], [4.256, 0.802, 0.825], [-0.848, 1.367, 0.909], [3.482, -1.516, 1.735], [1.918, -1.109, 2.583], [-2.435, -1.871, -4.159], [0.638, 1.612, 2.152]], "atomic_forces_ev_per_a": [[-0.72, 0.04, 0.20], [3.23, -1.41, -1.92], [1.24, 0.38, 2.36], [-2.29, -0.13, -2.58], [-1.75, 0.37, -0.48], [-2.19, -2.24, 2.31], [3.81, 4.40, -0.82], [-0.75, -0.96, -0.37], [-1.28, -0.10, -0.50], [-0.64, -0.38, -0.59], [0.59, -0.31, -0.20], [0.13, 0.24, -0.06], [-1.63, -1.11, 0.31], [1.93, -0.27, 1.17], [1.01, 0.60, 0.20], [1.06, -0.19, -1.20], [-1.93, 1.53, 2.46], [0.19, -0.46, -0.28]]}


[3]
{"formula": "C4H11NO2", "method": "ωB97M-V/def2-TZVPD", "e_above_lowest_kcal_mol": 152.4, "homo_lumo_gap_ev": 7.2, "lumo_ev": 0.48, "elements": ["O", "O", "N", "C", "C", "C", "C", "H", "H", "H", "H", "H", "H", "H", "H", "H", "H", "H"], "coordinates": [[-0.129, 2.418, 0.608], [-0.762, 1.359, 1.429], [-0.139, -1.900, -0.176], [0.244, -0.541, 0.756], [-0.889, -0.482, -0.143], [-0.871, 0.293, -1.425], [1.613, -0.015, 0.455], [0.360, -2.133, -1.025], [0.059, 0.155, -1.978], [2.376, -0.626, 0.938], [-0.317, 3.200, 1.140], [-1.856, -0.596, 0.329], [1.835, 0.043, -0.611], [-0.564, -2.684, 0.302], [-1.703, -0.002, -2.065], [0.047, -0.843, 1.775], [-0.949, 1.346, -1.148], [1.645, 1.008, 0.838]], "atomic_forces_ev_per_a": [[-0.18, -0.23, 0.32], [0.35, 0.51, -0.15], [-0.46, 0.45, -0.11], [-0.14, 0.35, -0.26], [0.65, -1.09, 0.19], [0.02, -0.13, 0.07], [-0.08, 0.15, 0.03], [0.02, 0.06, 0.13], [0.01, 0.01, 0.03], [-0.04, 0.02, 0.03], [0.01, -0.11, -0.02], [0.10, 0.00, -0.04], [-0.12, -0.10, 0.01], [-0.03, 0.12, -0.17], [0.01, 0.04, 0.03], [-0.05, 0.06, -0.11], [-0.04, -0.04, -0.01], [-0.03, -0.08, 0.04]]}


[4]
{"formula": "C4H11NO2", "method": "ωB97M-V/def2-TZVPD", "e_above_lowest_kcal_mol": 33.7, "homo_lumo_gap_ev": 9.8, "lumo_ev": 0.39, "smiles": "CCC(=O)NC.O", "elements": ["O", "O", "N", "C", "C", "C", "C", "H", "H", "H", "H", "H", "H", "H", "H", "H", "H", "H"], "coordinates": [[0.634, 2.123, -1.537], [-1.546, -2.192, 1.557], [-0.533, 0.899, 0.149], [-1.155, 2.134, 0.682], [0.849, -0.295, -1.506], [0.261, 0.998, -0.995], [1.562, -1.311, -0.503], [-0.416, 2.981, 0.699], [-2.089, 2.386, 0.108], [-1.148, -3.005, 2.042], [-0.770, -0.013, 0.402], [2.504, -0.905, -0.223], [-1.277, -1.551, 2.169], [1.610, -0.085, -2.288], [-1.326, 2.155, 1.800], [1.063, -1.335, 0.414], [-0.020, -0.789, -1.941], [1.799, -2.196, -1.029]], "atomic_forces_ev_per_a": [[-2.10, -4.25, 2.31], [0.80, -3.57, 0.32], [1.31, 2.91, -1.84], [0.19, 0.60, 0.88], [0.66, -1.01, 0.04], [2.29, 3.91, -0.21], [-0.33, 2.82, -1.50], [-0.61, -0.87, -1.07], [0.99, -0.01, 0.73], [-1.15, 1.67, -1.62], [-0.77, -1.27, 0.67], [1.05, 0.64, 0.03], [0.37, 1.99, 1.35], [-0.93, 0.18, 0.34], [-0.37, -1.04, -1.17], [-1.19, -1.02, 1.24], [0.15, -0.39, -0.35], [-0.36, -1.29, -0.15]]}


[5]
{"formula": "C4H11NO2", "method": "ωB97M-V/def2-TZVPD", "e_above_lowest_kcal_mol": 39.6, "homo_lumo_gap_ev": 10.3, "lumo_ev": 0.83, "smiles": "CNCCC=O.O", "elements": ["O", "O", "N", "C", "C", "C", "C", "H", "H", "H", "H", "H", "H", "H", "H", "H", "H", "H"], "coordinates": [[-1.145, -2.961, 0.604], [1.349, -1.443, 1.419], [-0.632, 1.784, -0.361], [0.999, -0.347, 1.066], [0.338, 0.860, -0.992], [1.507, 0.438, -0.123], [-1.724, 2.079, -1.292], [-0.170, -0.041, -1.383], [0.647, 1.414, -1.878], [2.229, -0.123, -0.708], [1.945, 1.369, 0.256], [0.168, 0.113, 1.636], [-0.276, -2.644, 0.346], [-1.015, 1.284, 0.418], [-2.453, 1.277, -1.386], [-1.208, -3.720, 0.012], [-2.139, 3.038, -0.990], [-1.297, 2.279, -2.277]], "atomic_forces_ev_per_a": [[0.13, -0.32, -0.60], [0.43, -0.09, -0.33], [0.72, -0.79, -0.34], [-0.27, -0.07, 0.00], [-1.10, 0.24, -0.77], [-0.34, 0.52, 0.52], [0.75, 0.67, 0.04], [0.04, 0.03, 0.09], [0.57, -0.20, -0.04], [0.12, -0.12, 0.13], [0.22, -0.17, 0.07], [0.12, 0.29, -0.03], [0.32, 0.38, 0.44], [-0.39, 0.07, 0.56], [-0.25, 0.03, 0.02], [-0.47, -0.11, 0.19], [-0.60, -0.20, 0.08], [0.02, -0.17, -0.04]]}


[6]
{"formula": "C4H11NO2", "method": "ωB97M-V/def2-TZVPD", "e_above_lowest_kcal_mol": 60.6, "homo_lumo_gap_ev": 9.9, "lumo_ev": 0.94, "smiles": "CNC(CO)CO", "elements": ["O", "O", "N", "C", "C", "C", "C", "H", "H", "H", "H", "H", "H", "H", "H", "H", "H", "H"], "coordinates": [[-0.452, 1.870, 1.804], [0.091, 2.193, -1.116], [0.174, -1.379, 0.206], [-0.683, 0.482, 1.600], [0.152, 0.081, 0.381], [0.970, -1.854, -0.946], [-0.441, 0.881, -0.790], [-0.113, 0.347, -1.704], [0.824, -1.244, -1.817], [-1.763, 0.179, 1.421], [-0.232, -0.164, 2.367], [-0.820, -1.727, 0.012], [-0.921, 2.011, 2.643], [1.230, 0.299, 0.317], [0.959, 2.020, -1.486], [0.559, -2.794, -1.333], [-1.537, 0.863, -0.805], [2.003, -2.064, -0.753]], "atomic_forces_ev_per_a": [[-1.11, -0.76, 0.99], [-0.61, -0.31, 1.17], [-2.23, -0.93, -0.92], [1.71, -1.39, -0.51], [-0.37, 0.59, -1.20], [-1.40, -0.62, -0.14], [1.12, -0.74, -2.77], [-0.77, -0.41, 0.33], [0.53, 0.72, -0.46], [1.07, 0.54, 0.20], [-0.59, 0.41, 0.63], [1.73, 0.70, 0.57], [0.33, 0.64, -0.31], [-0.24, 0.64, 1.15], [0.07, 0.16, 0.00], [-0.04, -0.14, 0.58], [0.20, 0.53, 0.25], [0.62, 0.36, 0.42]]}


[7]
{"formula": "C4H11NO2", "method": "ωB97M-V/def2-TZVPD", "e_above_lowest_kcal_mol": 11.4, "homo_lumo_gap_ev": 9.9, "lumo_ev": 0.85, "smiles": "CC(=O)O.CCN", "elements": ["O", "O", "N", "C", "C", "C", "C", "H", "H", "H", "H", "H", "H", "H", "H", "H", "H", "H"], "coordinates": [[1.589, 0.292, 1.920], [0.132, -1.169, 1.042], [1.156, -0.361, -1.863], [-0.256, -0.387, -2.199], [0.378, -0.352, 1.877], [-0.996, 0.809, -1.622], [-0.455, 0.166, 3.001], [-2.071, 0.639, -1.513], [-0.049, 0.032, 4.003], [1.321, -0.950, -1.061], [-0.882, 1.726, -2.214], [-0.540, 1.032, -0.652], [-0.345, -0.431, -3.281], [1.752, -0.669, -2.617], [-0.739, -1.309, -1.868], [-1.438, -0.318, 2.996], [2.117, 0.017, 1.161], [-0.674, 1.232, 2.891]], "atomic_forces_ev_per_a": [[-0.47, -0.12, 0.07], [-0.48, -0.31, -0.12], [0.42, 0.14, 0.25], [-0.40, -0.25, -0.42], [1.59, 0.93, 0.49], [0.14, 0.48, 0.12], [-1.76, -0.14, 0.27], [0.12, -0.11, 0.09], [0.46, -0.11, -0.27], [0.08, -0.07, 0.06], [0.14, -0.25, -0.07], [-0.35, -0.06, 0.02], [-0.09, 0.24, -0.26], [-0.09, -0.09, -0.01], [0.01, -0.04, 0.26], [0.29, -0.09, -0.11], [0.00, -0.11, -0.19], [0.38, -0.04, -0.19]]}


[8]
{"formula": "C4H11NO2", "method": "ωB97M-V/def2-TZVPD", "e_above_lowest_kcal_mol": 80.0, "homo_lumo_gap_ev": 9.4, "lumo_ev": 0.61, "elements": ["O", "O", "N", "C", "C", "C", "C", "H", "H", "H", "H", "H", "H", "H", "H", "H", "H", "H"], "coordinates": [[0.232, -0.630, -1.937], [1.264, 0.122, -0.025], [-0.931, -0.649, 0.104], [-0.119, 2.129, 0.948], [-1.457, 0.556, 0.023], [0.480, -0.813, -0.540], [0.930, -2.240, -0.276], [-0.402, 1.965, 1.988], [0.221, -2.950, -0.704], [0.494, 1.090, 0.374], [1.038, -2.414, 0.796], [1.903, -2.381, -0.745], [-0.789, 2.852, 0.485], [0.881, 2.584, 0.939], [-2.225, 0.843, 0.725], [-0.990, -1.092, 1.013], [-1.436, 1.026, -0.950], [0.906, 0.002, -2.216]], "atomic_forces_ev_per_a": [[0.04, -0.02, 0.30], [-0.25, -0.06, -0.12], [0.19, 0.17, -0.02], [-0.09, -0.16, -0.10], [0.36, -0.13, 0.03], [-0.07, 0.11, -0.07], [-0.08, 0.10, -0.01], [0.00, 0.02, -0.02], [0.02, 0.03, 0.01], [-0.06, -0.12, -0.05], [-0.02, 0.02, -0.03], [-0.03, 0.02, 0.01], [0.00, -0.03, 0.01], [-0.06, -0.02, 0.01], [0.04, 0.01, 0.02], [-0.01, 0.03, -0.05], [0.05, 0.04, 0.02], [-0.02, 0.00, 0.06]]}


[9]
{"formula": "C4H11NO2", "method": "ωB97M-V/def2-TZVPD", "e_above_lowest_kcal_mol": 52.3, "homo_lumo_gap_ev": 10.0, "lumo_ev": 0.85, "smiles": "OCCCNCO", "elements": ["O", "O", "N", "C", "C", "C", "C", "H", "H", "H", "H", "H", "H", "H", "H", "H", "H", "H"], "coordinates": [[0.275, -1.701, -2.362], [-1.038, 2.670, 0.475], [0.323, 0.962, 1.204], [0.600, -0.476, 1.263], [-0.099, -1.670, -0.989], [1.049, -1.038, -0.086], [-1.014, 1.247, 0.658], [1.471, -0.645, 1.897], [0.022, -0.892, -2.817], [-1.137, 0.720, -0.270], [-1.870, 1.138, 1.319], [-0.262, -1.044, 1.670], [1.417, -0.349, -0.843], [-1.066, -1.312, -0.657], [-0.228, 2.939, 0.045], [0.612, 1.512, 1.995], [-0.092, -2.756, -0.849], [1.714, -1.895, -0.013]], "atomic_forces_ev_per_a": [[-0.62, 0.92, -0.20], [-0.80, -0.28, -0.14], [-0.92, -1.21, -1.16], [0.83, 0.27, -0.18], [1.48, -1.67, 0.98], [-1.99, -1.26, -1.98], [1.67, 2.58, 1.13], [-0.29, 0.17, 0.47], [0.05, 0.09, 0.08], [-0.09, -0.35, -0.36], [-0.06, -0.74, 0.24], [0.41, 0.06, -0.13], [0.74, 0.68, 0.79], [-0.49, 0.38, -0.82], [0.40, -0.09, -0.24], [-0.49, -0.09, 0.33], [-0.39, 0.14, 0.80], [0.55, 0.40, 0.40]]}


[10]
{"formula": "C4H11NO2", "method": "ωB97M-V/def2-TZVPD", "e_above_lowest_kcal_mol": 41.3, "homo_lumo_gap_ev": [11.2, 5.5], "lumo_ev": [-3.24, -8.92], "multiplicity": 2, "total_charge": 1, "elements": ["O", "O", "N", "C", "C", "C", "C", "H", "H", "H", "H", "H", "H", "H", "H", "H", "H", "H"], "coordinates": [[2.401, 0.869, 0.873], [-2.405, -0.387, -0.954], [-0.356, -1.439, 0.725], [-1.843, 0.399, 0.116], [2.012, 0.110, -0.252], [0.549, 0.364, -0.722], [-0.381, 0.016, 0.421], [-2.514, 0.306, 0.974], [-1.287, -1.644, 1.103], [-0.108, 0.497, 1.378], [2.304, -0.917, -0.105], [0.610, 1.443, -0.886], [2.576, 1.789, 0.664], [-0.189, -2.001, -0.116], [-1.848, 1.339, -0.443], [-2.306, 0.011, -1.826], [0.365, -0.288, -1.568], [2.548, 0.518, -1.125]], "atomic_forces_ev_per_a": [[-0.68, -0.72, 0.56], [0.23, -1.06, 0.95], [-2.19, 2.38, -1.91], [-1.87, -0.32, -2.64], [0.67, 1.89, -1.59], [1.50, -0.67, 2.26], [1.24, -1.02, 0.38], [0.20, 0.28, -0.11], [0.60, -0.86, 0.83], [-0.08, 0.29, -0.28], [-0.13, -0.39, 0.23], [-0.91, -0.20, -0.49], [0.07, 0.04, -0.28], [0.54, -0.42, 0.46], [0.52, 0.87, 1.68], [0.10, 0.19, 0.28], [-0.22, 0.43, -0.50], [0.41, -0.71, 0.18]]}


[11]
{"formula": "C4H11NO2", "method": "ωB97M-V/def2-TZVPD", "e_above_lowest_kcal_mol": 36.7, "homo_lumo_gap_ev": [11.8, 5.9], "lumo_ev": [-2.97, -8.78], "multiplicity": 2, "total_charge": 1, "elements": ["O", "O", "N", "C", "C", "C", "C", "H", "H", "H", "H", "H", "H", "H", "H", "H", "H", "H"], "coordinates": [[-0.492, 2.259, 1.494], [0.580, -2.772, -0.609], [-0.350, -0.781, 1.376], [0.438, -0.474, 0.239], [0.442, 0.970, -0.350], [-0.726, 1.818, 0.154], [0.213, -1.462, -0.959], [0.226, 2.896, 1.519], [-1.594, 1.170, 0.374], [-0.646, -1.756, 1.245], [0.895, -1.116, -1.741], [0.945, -3.295, -1.334], [1.394, 1.475, -0.168], [0.337, 0.967, -1.433], [1.477, -0.726, 0.527], [-1.216, -0.232, 1.416], [-1.079, 2.607, -0.510], [-0.844, -1.548, -1.238]], "atomic_forces_ev_per_a": [[0.07, 0.03, -0.25], [-0.11, 0.02, 0.91], [-1.69, -0.52, -3.25], [1.62, 1.53, 0.00], [-1.03, 0.42, 0.32], [-0.27, -0.60, 1.71], [0.34, -2.08, -0.62], [0.12, 0.20, 0.00], [-0.09, 0.17, -0.94], [0.64, -0.41, 1.35], [-0.51, 0.34, 0.00], [0.01, 0.30, -0.03], [-0.05, -0.12, 0.21], [0.12, -0.52, -0.12], [-0.05, -0.28, -0.11], [0.44, 0.54, 1.04], [0.34, 0.01, -0.07], [0.09, 0.98, -0.15]]}


[12]
{"formula": "C4H11NO2S", "method": "ωB97M-V/def2-TZVPD", "e_above_lowest_kcal_mol": 17.6, "homo_lumo_gap_ev": 9.2, "lumo_ev": 0.41, "smiles": "NC(=O)CCCS.O", "elements": ["S", "O", "O", "N", "C", "C", "C", "C", "H", "H", "H", "H", "H", "H", "H", "H", "H", "H", "H"], "coordinates": [[0.573, -1.606, 2.994], [-0.108, -1.565, -1.606], [1.630, 1.875, -0.893], [-0.829, 0.520, -1.993], [-0.713, -0.593, -1.201], [-1.394, -0.354, 0.162], [0.854, -0.647, 1.425], [-0.289, 0.249, 1.074], [-0.267, 0.427, -2.833], [1.560, 2.226, -1.786], [-0.738, 0.840, 1.867], [-1.760, -1.338, 0.462], [1.764, -0.054, 1.526], [-2.189, 0.391, 0.203], [0.206, 0.878, 0.304], [1.048, -1.412, 0.677], [-0.306, -2.563, 2.622], [2.511, 1.517, -1.042], [-1.554, 1.211, -1.961]], "atomic_forces_ev_per_a": [[0.35, 0.23, 0.22], [0.10, -0.03, 0.89], [0.91, 0.15, -0.85], [0.93, -0.48, -1.03], [-1.73, 1.41, -0.20], [1.02, -1.38, 0.44], [-0.42, -1.29, 1.09], [0.21, 0.34, -2.42], [-0.51, 0.29, -0.01], [-0.93, 0.44, -0.07], [0.35, -0.11, 0.22], [-0.17, 0.15, 0.44], [-0.01, -0.24, 0.49], [-0.17, -0.26, -0.74], [-0.46, 0.67, 1.06], [-0.06, 0.22, -0.34], [0.24, 0.40, -0.38], [0.37, -0.45, 0.87], [0.00, -0.05, 0.32]]}